(w)
{
  "formula": "C4H3NO3",
  "method": "ωB97M-V/def2-TZVPD",
  "species": ["O", "C", "N", "C", "O", "C", "C", "O", "H", "H", "H"],
  "xyz": [[2.1232, -1.4041, 2.7765], [1.3533, -1.3109, 1.8778], [0.8036, -2.4575, 1.2068], [0.3191, -2.0487, 0.1036], [-0.6454, -2.0146, -0.7506], [0.0944, -0.7453, -0.7212], [-0.1052, 0.1675, 0.4647], [0.8921, -0.0941, 1.4925], [0.7023, -0.5245, -1.5778], [0.0501, 1.2180, 0.2159], [-1.0989, 0.0351, 0.9086]],
  "homo_energy_ev": -10.18,
  "homo_lumo_gap_ev": 10.4
}

***

(x)
{
  "formula": "C4H3NO3",
  "method": "ωB97M-V/def2-TZVPD",
  "species": ["O", "C", "C", "C", "N", "C", "O", "O", "H", "H", "H"],
  "xyz": [[2.1718, -1.1449, -0.0990], [1.0917, -0.4269, 0.0606], [1.2366, 1.0358, -0.1156], [0.0518, 1.7092, -0.1528], [-1.1231, 1.0202, 0.1759], [-1.1634, -0.3368, 0.1423], [-2.1528, -1.0770, -0.3150], [-0.0031, -0.8900, 0.2919], [2.2613, 1.6692, -0.0438], [0.1667, 2.8519, -0.1614], [-1.9941, 1.3438, 0.3449]],
  "homo_energy_ev": -9.91,
  "homo_lumo_gap_ev": 9.8
}

***

(y)
{
  "formula": "C4H3NO3",
  "method": "ωB97M-V/def2-TZVPD",
  "species": ["O", "C", "N", "O", "C", "C", "C", "O", "H", "H", "H"],
  "xyz": [[2.0332, -0.0437, 1.5154], [1.4758, -0.6021, 0.6389], [0.5278, 0.0537, -0.3612], [0.2584, 1.4053, -0.1255], [-1.1179, 1.4672, -0.0959], [-1.7666, 0.2639, -0.2832], [-0.7364, -0.7050, -0.4932], [-0.8144, -1.8290, -0.9451], [1.4461, -1.7147, 0.3480], [-1.2395, 2.4320, 0.2856], [-2.8484, 0.1022, -0.2640]],
  "homo_energy_ev": -10.01,
  "homo_lumo_gap_ev": 10.1
}

***

Q: Which of them is the most stable? A: (x).

***

(w)
{
  "formula": "C18H21NO4",
  "method": "ωB97M-V/def2-TZVPD",
  "species": ["C", "O", "C", "C", "C", "C", "C", "C", "C", "N", "O", "C", "C", "C", "C", "C", "O", "C", "C", "C", "O", "C", "C", "H", "H", "H", "H", "H", "H", "H", "H", "H", "H", "H", "H", "H", "H", "H", "H", "H", "H", "H", "H", "H"],
  "xyz": [[-4.8784, 1.8114, -2.8342], [-4.5412, 1.4482, -1.5181], [-3.2347, 1.1969, -1.2259], [-2.1842, 1.2693, -2.1334], [-0.8938, 0.9942, -1.7141], [-0.6159, 0.6400, -0.4018], [0.8187, 0.3404, -0.0127], [1.0485, 0.4375, 1.4555], [1.4170, -0.6456, 2.2957], [1.5529, -0.2464, 3.5317], [1.2794, 1.0837, 3.5530], [0.9717, 1.5028, 2.3118], [0.6224, 2.9279, 2.0990], [1.6108, -2.0312, 1.8028], [0.8636, -2.1972, 0.4715], [1.1531, -3.5713, -0.1360], [-0.5086, -2.1025, 0.7948], [1.2495, -1.0555, -0.5291], [2.7215, -1.1524, -0.9016], [3.7003, -0.2257, -0.2272], [3.0889, -1.9451, -1.7357], [-1.6722, 0.5677, 0.4992], [-2.9613, 0.8418, 0.0955], [-4.6263, 1.0200, -3.5478], [-4.3855, 2.7419, -3.1343], [-5.9569, 1.9614, -2.8314], [-2.3528, 1.5410, -3.1636], [-0.0878, 1.0601, -2.4325], [1.4368, 1.0932, -0.5184], [-0.4030, 3.0106, 1.7407], [0.7236, 3.4702, 3.0347], [1.2784, 3.3701, 1.3507], [2.6728, -2.2466, 1.6683], [1.2087, -2.7363, 2.5307], [2.2100, -3.7026, -0.3432], [0.6061, -3.6951, -1.0693], [0.8310, -4.3417, 0.5612], [-1.0353, -2.2748, 0.0067], [0.6943, -1.2641, -1.4527], [3.4440, -0.0305, 0.8082], [4.6985, -0.6518, -0.2968], [3.7071, 0.7225, -0.7644], [-1.4885, 0.2774, 1.5213], [-3.7834, 0.7862, 0.7910]],
  "homo_energy_ev": -8.47,
  "homo_lumo_gap_ev": 9.0
}

***

(x)
{
  "formula": "C18H21NO4",
  "method": "ωB97M-V/def2-TZVPD",
  "species": ["C", "C", "O", "C", "O", "C", "C", "C", "C", "N", "C", "C", "O", "C", "O", "C", "C", "C", "C", "C", "C", "C", "C", "H", "H", "H", "H", "H", "H", "H", "H", "H", "H", "H", "H", "H", "H", "H", "H", "H", "H", "H", "H", "H"],
  "xyz": [[-5.5834, -2.1885, 1.2418], [-5.6247, -1.4057, -0.0636], [-4.3372, -0.9116, -0.4180], [-3.9522, 0.2429, 0.1614], [-4.6540, 0.8613, 0.9293], [-2.6040, 0.6591, -0.2542], [-2.0846, 1.8516, 0.2498], [-0.8236, 2.2802, -0.0964], [-0.0325, 1.5219, -0.9672], [1.2094, 1.9233, -1.3922], [2.0252, 2.8643, -0.6747], [2.5079, 2.3636, 0.7026], [3.3233, 3.3799, 1.2342], [3.2741, 1.0345, 0.5866], [2.3232, 0.0218, 0.3621], [2.7400, -1.2715, 0.2215], [4.0627, -1.6921, 0.2660], [4.3597, -3.0360, 0.0994], [3.3557, -3.9615, -0.1109], [2.0352, -3.5392, -0.1535], [1.7252, -2.2057, 0.0109], [-0.5649, 0.3302, -1.4801], [-1.8239, -0.0959, -1.1316], [-5.3006, -1.5280, 2.0578], [-6.5645, -2.6063, 1.4495], [-4.8582, -2.9962, 1.1732], [-5.9242, -2.0456, -0.8970], [-6.3173, -0.5618, 0.0266], [-2.6961, 2.4314, 0.9248], [-0.4512, 3.2077, 0.3085], [1.7291, 1.1863, -1.8470], [1.4750, 3.7954, -0.5235], [2.9050, 3.0955, -1.2797], [1.6317, 2.1804, 1.3427], [3.5568, 3.1647, 2.1439], [4.0023, 1.0902, -0.2350], [3.8224, 0.8495, 1.5233], [4.8657, -0.9901, 0.4294], [5.3911, -3.3544, 0.1361], [3.5974, -5.0054, -0.2395], [1.2428, -4.2546, -0.3149], [0.7055, -1.8541, -0.0158], [0.0373, -0.2602, -2.1569], [-2.2159, -1.0193, -1.5284]],
  "homo_energy_ev": -7.98,
  "homo_lumo_gap_ev": 8.5
}

***

Q: Which of them is the most stable? A: (x).

***

(w)
{
  "formula": "C5H12O2",
  "method": "ωB97M-V/def2-TZVPD",
  "species": ["C", "C", "C", "O", "C", "C", "O", "H", "H", "H", "H", "H", "H", "H", "H", "H", "H", "H", "H"],
  "xyz": [[-1.0909, -2.3433, -0.6439], [-0.5615, -1.3277, 0.3616], [0.1228, -0.1432, -0.3349], [-0.7565, 0.5226, -1.2312], [0.6614, 0.8711, 0.6716], [1.5404, 1.9368, 0.0153], [-0.5123, 1.3931, 1.3071], [-1.7474, -1.8522, -1.3679], [-0.2689, -2.8078, -1.2021], [-1.6530, -3.1391, -0.1458], [-1.3799, -0.9348, 0.9788], [0.1328, -1.8210, 1.0599], [0.9699, -0.5212, -0.9309], [-1.4960, 0.8812, -0.7080], [1.2537, 0.3493, 1.4357], [1.0221, 2.4185, -0.8211], [1.8562, 2.7018, 0.7349], [2.4542, 1.4759, -0.3842], [-0.5471, 2.3399, 1.2050]],
  "homo_energy_ev": -10.03,
  "homo_lumo_gap_ev": 10.9
}

***

(x)
{
  "formula": "C5H12O2",
  "method": "ωB97M-V/def2-TZVPD",
  "species": ["C", "C", "C", "O", "C", "C", "O", "H", "H", "H", "H", "H", "H", "H", "H", "H", "H", "H", "H"],
  "xyz": [[2.2427, 0.0042, 1.2099], [0.8025, 0.5304, 1.2557], [0.2030, 0.4131, -0.1367], [0.4467, -0.9472, -0.5092], [-1.2666, 0.6162, -0.4042], [-1.3069, -0.6817, -1.8325], [-1.9991, 0.3325, 0.7836], [2.2670, -1.0450, 0.9018], [2.8313, 0.5625, 0.4707], [2.7346, 0.0951, 2.1805], [0.1916, -0.0754, 1.9375], [0.7760, 1.5569, 1.6279], [0.7378, 1.0526, -0.8525], [-0.1988, -1.4419, 0.0262], [-1.5150, 1.6858, -0.6707], [-0.9651, -1.7615, -1.8957], [-2.3612, -0.7081, -1.9921], [-0.7350, -0.2291, -2.6538], [-2.8857, 0.0406, 0.5537]],
  "homo_energy_ev": -9.18,
  "homo_lumo_gap_ev": 10.0
}

***

(y)
{
  "formula": "C5H12O2",
  "method": "ωB97M-V/def2-TZVPD",
  "species": ["C", "C", "O", "C", "C", "O", "C", "H", "H", "H", "H", "H", "H", "H", "H", "H", "H", "H", "H"],
  "xyz": [[2.0044, 1.3906, 0.9450], [2.2056, -1.2141, -1.1969], [0.9323, -0.9878, -1.1502], [0.0935, -1.2391, -0.1878], [-1.3003, -0.7848, -0.3614], [-1.5747, 0.3806, 0.4064], [-2.9193, 0.7648, 0.2763], [2.3421, 1.3245, 1.9822], [2.1351, 2.4128, 0.5816], [2.6012, 0.7177, 0.3213], [2.6981, -1.6475, -0.3330], [2.6854, -0.9880, -2.1358], [0.4810, -1.7147, 0.7088], [0.9475, 1.1160, 0.8815], [-1.4802, -0.5808, -1.4294], [-2.0016, -1.5787, -0.0504], [-3.6034, -0.0348, 0.6055], [-3.1701, 1.0177, -0.7668], [-3.0767, 1.6455, 0.9030]],
  "homo_energy_ev": [-7.47, -7.44],
  "homo_lumo_gap_ev": [8.2, 8.2]
}

***

Q: Which of them is the most stable? A: (w).